Computed, not measured: a structure of composition C3H9N, with ωB97M-V with the def2-TZVPD basis set.

```
13
C3H9N, DFT ωB97M-V with the def2-TZVPD basis set
C 0.89066 0.43656 0.67409
C -0.45619 0.83218 0.58784
N -0.16647 -1.56792 2.39634
C -1.36289 -1.31694 2.32718
H -1.09122 0.67948 -0.28245
H 1.38601 -0.43125 0.24781
H 1.63990 1.15665 0.99230
H -0.83042 1.63656 1.20127
H 2.26228 0.86544 -6.52356
H -0.20387 -0.35172 0.81747
H -1.74940 -0.36456 1.77772
H -2.22436 -1.90793 2.66402
H 1.90597 0.33345 -6.88004
```

Net charge = 0
LUMO = -0.0210 Ha
HOMO level = -6.963 eV
Kohn-Sham gap = 6.39 eV